Entry from OMol25: a cluster of 4 separate species, C18H34N3O5PS2 in total at a distorted geometry (the ωB97M-V functional and the def2-TZVPD basis).

Each line ends with the Mulliken charge.
Positions of all 63 atoms, in Å:
1 C -0.364 1.332 -4.580  -0.261
2 H 6.316 -1.701 -1.985  0.357
3 H 1.083 4.044 2.898  0.342
4 P 0.216 -1.167 -0.576  0.304
5 H -4.308 0.996 3.782  0.363
6 C 3.851 -1.873 -0.820  0.343
7 C 0.426 1.497 3.729  0.385
8 C -0.435 0.802 -7.070  -1.206
9 H -0.368 4.808 3.524  0.357
10 H 1.386 -1.299 0.181  0.003
11 H 4.543 -3.502 -3.725  0.352
12 H 2.765 -3.137 -2.056  0.254
13 H -0.442 -0.069 1.477  -0.117
14 C 4.827 -3.078 -2.761  -0.602
15 H -4.181 -1.258 4.333  0.280
16 H 0.285 2.195 -4.744  0.381
17 S -0.276 -2.878 -1.361  -0.378
18 C -1.009 -0.356 0.587  0.789
19 O -2.379 0.105 -2.291  -0.418
20 H -1.016 -2.803 1.753  0.419
21 S -2.854 0.223 -0.960  1.068
22 O -4.008 0.990 -0.664  -0.623
23 H -1.401 -0.981 3.369  -0.020
24 N 4.041 -1.444 0.228  -0.561
25 H -1.596 -2.197 4.609  0.395
26 C -0.432 2.671 3.578  0.007
27 C -2.146 -1.624 3.856  -0.049
28 N 1.073 0.555 3.844  -0.545
29 H -3.052 -0.800 5.611  0.437
30 H 0.431 -0.165 -1.529  -0.101
31 H 1.758 3.382 5.217  0.359
32 H -2.824 -0.558 1.588  0.333
33 N 1.144 -0.724 -4.022  -0.362
34 C 5.982 -2.103 -2.943  -1.194
35 H -2.551 -3.320 1.066  0.364
36 H -1.094 0.655 -7.926  0.368
37 H 0.174 -0.097 -6.962  0.333
38 C -3.298 0.698 4.065  -0.614
39 H -2.662 0.868 3.190  -0.057
40 H -0.983 1.533 -3.706  0.118
41 C -3.226 -0.770 4.534  -0.603
42 H -1.880 1.949 -5.957  0.365
43 C -1.244 1.075 -5.809  -0.443
44 H 5.141 -3.910 -2.128  0.326
45 H 6.835 -2.596 -3.410  0.359
46 O -2.722 -2.520 2.909  -0.459
47 H 0.285 4.117 5.859  0.299
48 H 0.232 1.636 -7.300  0.293
49 H -1.904 0.232 -5.599  0.296
50 O -2.957 -1.215 -0.317  -0.371
51 C 1.013 4.161 5.047  -1.216
52 H 3.223 -1.613 -2.790  0.120
53 H 1.521 5.124 5.106  0.362
54 C -2.077 -2.539 1.660  -0.869
55 H 5.690 -1.265 -3.579  0.288
56 H -0.916 2.595 2.601  0.174
57 C -2.218 -1.204 0.940  -0.114
58 O -1.647 0.777 -0.028  -0.380
59 C 0.481 0.180 -4.269  0.179
60 C 0.337 3.992 3.693  -0.628
61 H -1.209 2.610 4.339  0.145
62 H -2.965 1.383 4.846  0.225
63 C 3.583 -2.422 -2.152  0.051

Molecular weight (g mol⁻¹): 467.6
SMILES: CCCOC[C@@H]1OS(=O)(=O)O[C@@H]1[PH2]=S.CCCC#N.CCCC#N.CCCC#N
Calculated total energy (Eh): -2384.388996
HOMO (eV): -8.80
Frontier orbital gap (eV): 9.13